(1)
# C63H62Br3N9O24

C63H62Br3N9O24 as an isolated structure in a non-equilibrium geometry (wB97M-V/def2-TZVPD, the Open Molecules 2025 dataset).

Summary:
Electronic energy   -338987.9854 eV
Expectation value of S²   0.766

Structure (ORCA input):
```
! wB97M-V def2-TZVPD RIJCOSX def2/J DEFGRID3
* xyz -1 2
C -1.61400 -3.22000 -3.10661
C -1.67086 -4.24241 -2.14372
C -2.92294 -4.65679 -1.68049
C -4.10228 -4.04629 -2.11638
C -4.05208 -3.05744 -3.08050
C -2.80562 -2.66546 -3.56924
N -5.45042 -4.55401 -1.62845
O -6.42632 -4.07643 -2.19163
O -5.46464 -5.25277 -0.63716
H -0.67078 -2.97532 -3.57231
H -0.82794 -4.79697 -1.75859
H -2.98103 -5.45317 -0.95329
H -4.98819 -2.66256 -3.44679
H -2.91752 -1.87846 -4.30035
C 4.98254 2.66132 -4.31326
C 3.90783 1.76564 -4.25226
C 2.61941 2.19336 -4.57760
C 2.44947 3.48320 -5.03966
C 3.51140 4.38772 -5.05330
C 4.73520 3.93773 -4.72069
N 1.04972 3.96839 -5.38243
O 0.15783 3.14074 -5.46227
O 0.84353 5.22613 -5.51641
H 5.96852 2.33623 -4.01562
H 4.13540 0.76431 -3.91767
H 1.78837 1.50469 -4.61641
H 3.46774 5.43257 -5.32311
H 5.59415 4.58184 -4.83789
C -4.51327 2.03747 7.46510
C -5.38036 2.74708 6.60766
C -5.44876 2.35999 5.23083
C -4.59575 1.42575 4.73081
C -3.71134 0.73302 5.56853
C -3.71592 1.04732 6.89973
N -4.47961 1.19704 3.27095
O -3.80074 0.24207 2.84314
O -5.12516 2.00400 2.62709
H -4.41098 2.22144 8.52438
H -6.06184 3.50862 6.95699
H -6.07055 2.93477 4.56045
H -3.04264 -0.05475 5.25445
H -3.08356 0.38057 7.46715
C -0.28321 4.10791 -1.47110
C 0.88983 3.34168 -1.40587
C 2.16320 3.85465 -1.10391
C 2.22139 5.21997 -0.65519
C 1.04821 6.00545 -0.63001
C -0.20313 5.47379 -1.01209
N 3.50952 5.90161 -0.54757
O 3.66086 7.01091 -0.07088
O 4.51000 5.36310 -0.94616
H -1.16661 3.57721 -1.79414
H 0.81409 2.30716 -1.70655
H 3.07499 3.38955 -1.44844
H 1.08868 7.08065 -0.53675
H -1.14213 6.00708 -0.99505
C 3.77766 -2.71083 7.62829
C 3.11889 -2.92396 6.42138
C 3.36426 -2.10528 5.37504
C 4.26508 -0.99034 5.51906
C 4.74969 -0.71217 6.80355
C 4.56539 -1.59433 7.85992
N 4.57329 -0.10154 4.38417
O 5.31723 0.82366 4.65758
O 4.01242 -0.31845 3.34012
H 3.49927 -3.38502 8.42476
H 2.57681 -3.84891 6.29093
H 2.89534 -2.32650 4.42764
H 5.37344 0.15831 6.94352
H 5.12963 -1.47307 8.77279
C -4.04895 0.78710 -5.16083
C -2.78541 1.17517 -4.82397
C -2.50499 1.38638 -3.43318
C -3.50875 1.31184 -2.39866
C -4.79528 0.90681 -2.80280
C -5.00984 0.65358 -4.14687
N -3.28020 1.54378 -0.95042
O -4.11771 1.16293 -0.18002
O -2.17134 1.90050 -0.59905
H -4.28395 0.55443 -6.18894
H -2.13985 1.43774 -5.64902
H -1.53167 1.76700 -3.16084
H -5.65140 0.73575 -2.16703
H -5.99446 0.30914 -4.42668
C 1.70047 3.23364 2.22227
C 2.07184 2.21088 1.35535
C 3.40794 2.08380 0.93988
C 4.39333 2.94670 1.45268
C 3.95797 4.01277 2.30304
C 2.61625 4.13827 2.66821
N 5.79654 2.78109 1.05823
O 6.62495 3.45186 1.64513
O 6.10661 1.97339 0.20938
H 0.72410 3.43907 2.63568
H 1.39018 1.45498 0.99428
H 3.55971 1.22589 0.30163
H 4.73497 4.61421 2.75129
H 2.22518 4.98407 3.21419
C -0.05212 -1.05624 1.68188
C -0.81598 -0.71912 0.60020
C -0.18095 -0.59490 -0.69186
C 1.18358 -0.92307 -0.84466
C 1.92296 -1.33131 0.30575
C 1.27380 -1.24189 1.55422
N 1.79551 -1.03324 -2.17707
O 2.96270 -1.43822 -2.31890
O 1.12605 -0.68422 -3.12944
H -0.53379 -0.92110 2.63902
H -1.85585 -0.43791 0.67759
H -0.79162 -0.16823 -1.47380
H 2.96871 -1.57914 0.41246
H 1.89744 -1.30338 2.43382
C -2.55450 -0.61292 -10.15098
C -1.24624 -0.22225 -10.18992
C -0.46058 -0.21920 -9.01727
C -0.98654 -0.58565 -7.76684
C -2.34837 -1.03773 -7.72413
C -3.05744 -1.00702 -8.92146
N -0.08072 -0.60588 -6.58106
O 1.07886 -0.24210 -6.74634
O -0.49997 -1.07372 -5.53269
H -3.14226 -0.73290 -11.04906
H -0.79895 -0.02258 -11.15245
H 0.60647 -0.05323 -9.03246
H -2.89867 -1.27957 -6.82689
H -4.10221 -1.27957 -8.89692
C -0.19712 -2.74392 7.31338
C -0.82600 -2.28058 6.05560
O 0.04918 -1.35672 5.33681
C 0.10613 -0.12680 5.69637
O -0.64588 0.37261 6.49890
O 1.09197 0.46718 4.94589
C 1.76869 1.64231 5.39238
H 0.48522 -3.59250 7.26423
H -1.00425 -3.15237 7.92149
H 0.22072 -1.97241 7.96013
H -1.79598 -1.87472 6.34288
H -1.29371 -3.07615 5.47559
H 2.48672 2.09606 4.70926
H 2.31295 1.35943 6.29341
H 1.06299 2.42403 5.67348
C -3.26010 -3.37663 1.92152
C -2.88814 -4.82703 1.89532
O -1.63501 -5.04855 1.15426
C -0.53186 -4.81203 1.70978
O -0.31043 -4.40341 2.87821
O 0.49685 -5.11338 0.86726
C 1.83801 -4.99351 1.28729
H -4.02803 -3.13183 2.65533
H -3.55365 -3.03195 0.92999
H -2.42705 -2.80891 2.33601
H -3.75249 -5.34474 1.47941
H -2.84896 -5.17325 2.92813
H 2.02660 -5.88001 1.89282
H 2.08077 -4.05627 1.78805
H 2.52129 -4.79122 0.46249
C 2.42719 -3.62098 -5.21841
Br 4.25660 -3.92024 -5.96622
Br 2.24410 -4.42489 -3.33458
Br 1.12917 -4.40572 -6.52524
H 2.21785 -2.55988 -5.08306
*
```

---

(2)
# C63H62ClN2O9PSi

A 4-piece molecular cluster, C63H62ClN2O9PSi overall in a non-equilibrium geometry (wB97M-V/def2-TZVPD, the Open Molecules 2025 dataset).

Summary:
Electronic energy   -117419.4887 eV

Structure (ORCA input):
```
! wB97M-V def2-TZVPD RIJCOSX def2/J DEFGRID3
* xyz 0 1
C 0.31705 -2.92990 0.32801
C -0.06570 -4.17994 1.29683
C -0.10253 -3.58659 2.85416
C -1.64914 -4.59078 0.96414
C 0.85902 -5.50357 1.22670
C 2.18319 -5.47086 0.28640
C 3.34425 -4.37976 0.74013
C 2.91895 -6.96186 0.49364
C 1.86215 -5.42141 -1.35424
C 0.41809 -6.00235 -1.87461
C 0.09492 -5.90179 -3.48320
C 1.17515 -5.23081 -4.53506
O 0.84858 -5.10666 -5.99453
C 0.03249 -3.84752 -6.02742
C 0.76586 -2.62125 -6.84049
O 2.08857 -2.24286 -6.31336
C 2.33318 -0.79502 -6.40498
C 3.88858 -0.43631 -6.80140
Si 4.88733 0.46735 -5.42404
Cl 5.31950 2.49800 -5.99869
C 4.02289 0.50304 -3.69534
C 5.17849 0.58566 -2.50871
C 4.63839 1.42338 -1.16593
N 3.12813 1.66590 -0.97090
O 5.50035 1.85233 -0.23044
P 6.87276 -0.49759 -5.09969
N 7.40809 -1.19488 -6.48146
C 2.62961 -4.69099 -3.97391
C 2.99634 -4.77073 -2.35755
H 1.33440 -2.38013 0.59142
H -0.52625 -2.10006 0.48734
H 0.23891 -3.21634 -0.82380
H 0.92841 -2.99693 2.97235
H -0.23696 -4.44546 3.63865
H -0.94867 -2.75508 2.93819
H -2.40095 -4.03600 1.68150
H -1.82663 -5.75472 1.09836
H -1.94432 -4.35234 -0.16615
H 0.22965 -6.46898 0.91560
H 1.22779 -5.73984 2.33747
H 4.40358 -4.82009 0.40947
H 3.25261 -3.34094 0.20906
H 3.36110 -4.34015 1.90978
H 3.29010 -7.03399 1.61210
H 2.02266 -7.74518 0.40735
H 3.75815 -7.14217 -0.30329
H -0.39845 -6.47406 -1.17163
H -0.95923 -6.33982 -3.83286
H -1.02765 -4.09488 -6.50599
H -0.17612 -3.44218 -4.92438
H 0.85815 -2.98703 -7.97297
H -0.00662 -1.71239 -6.87822
H 1.96291 -0.30256 -5.40672
H 1.64806 -0.34295 -7.27150
H 4.45187 -1.42065 -7.17015
H 3.88658 0.27918 -7.75602
H 3.43971 1.54043 -3.64405
H 3.28905 -0.42177 -3.52591
H 6.13659 1.18864 -2.86823
H 5.51044 -0.46360 -2.10532
H 2.59979 0.79285 -1.26834
H 2.83530 2.40145 -1.65834
H 7.88321 0.51617 -4.77035
H 6.79824 -1.44114 -4.00477
H 6.66733 -1.05546 -7.22444
H 3.47255 -4.22488 -4.66682
H 4.02531 -4.36530 -1.97507
C -4.47433 3.37017 -8.13720
C -3.51813 2.45068 -8.56757
C -2.61571 1.90267 -7.65456
C -2.66159 2.28458 -6.30826
C -3.60167 3.22233 -5.88280
C -4.51798 3.75791 -6.79726
C -3.62706 3.66964 -4.47519
O -4.45484 4.49070 -4.09988
C -2.63554 3.12009 -3.52917
C -2.61104 3.57836 -2.20546
C -1.68525 3.05418 -1.30076
C -0.78998 2.06694 -1.71154
C -0.80844 1.61259 -3.03103
C -1.72690 2.14761 -3.94400
C -1.71473 1.68627 -5.34628
O -0.92516 0.82198 -5.70927
H -5.18360 3.79036 -8.84693
H -3.47596 2.15809 -9.61437
H -1.87532 1.18147 -7.99674
H -5.26357 4.48027 -6.46965
H -3.30869 4.34663 -1.87583
H -1.66451 3.41522 -0.27476
H -0.07352 1.65325 -1.00517
H -0.10322 0.84514 -3.34575
C -4.87801 8.29437 -0.79240
C -3.92181 7.37488 -1.22277
C -3.01939 6.82687 -0.30976
C -3.06528 7.20878 1.03654
C -4.00535 8.14653 1.46200
C -4.92166 8.68211 0.54754
C -4.03074 8.59384 2.86961
O -4.85852 9.41490 3.24493
C -3.03922 8.04429 3.81563
C -3.01472 8.50256 5.13935
C -2.08893 7.97838 6.04404
C -1.19366 6.99114 5.63327
C -1.21212 6.53679 4.31377
C -2.13058 7.07181 3.40080
C -2.11841 6.61047 1.99853
O -1.32884 5.74618 1.63553
H -5.58728 8.71456 -1.50212
H -3.87964 7.08229 -2.26957
H -2.27900 6.10567 -0.65194
H -5.66725 9.40447 0.87515
H -3.71237 9.27083 5.46897
H -2.06819 8.33942 7.07005
H -0.47720 6.57745 6.33963
H -0.50690 5.76933 3.99905
C 1.53677 0.19539 7.62013
C 1.37715 0.63772 8.93310
C 0.61962 -0.11122 9.83504
C 0.00923 -1.30083 9.41943
C 0.14855 -1.73025 8.10022
C 0.92384 -0.98635 7.20120
C -0.53156 -2.95732 7.63779
O -0.40679 -3.33713 6.48004
C -1.37064 -3.71462 8.58780
C -2.06756 -4.84755 8.14776
C -2.85278 -5.57724 9.04291
C -2.93668 -5.18441 10.37839
C -2.24798 -4.05300 10.81821
C -1.47120 -3.31118 9.91841
C -0.77536 -2.09571 10.38511
O -0.85230 -1.74712 11.55761
H 2.13472 0.77426 6.91964
H 1.84441 1.56535 9.25613
H 0.50367 0.23758 10.85988
H 1.04831 -1.32254 6.17333
H -2.00487 -5.16286 7.10744
H -3.39725 -6.45360 8.69791
H -3.54248 -5.75679 11.07755
H -2.32216 -3.74955 11.86119
*
```

---

For the records above, the corresponding molar mass values read 1568.9, 1085.7 Da.